{
  "formula": "C37H43GaO3P2Si",
  "method": "ωB97M-V/def2-TZVPD",
  "elements": ["Ga", "O", "P", "C", "P", "O", "C", "C", "C", "C", "C", "C", "C", "C", "C", "C", "C", "C", "C", "C", "C", "C", "C", "C", "C", "C", "C", "C", "C", "C", "H", "H", "H", "H", "H", "H", "H", "H", "H", "H", "H", "H", "H", "H", "H", "H", "H", "H", "H", "H", "H", "H", "C", "C", "O", "C", "C", "H", "H", "H", "H", "H", "H", "H", "H", "H", "H", "C", "Si", "C", "C", "C", "C", "C", "C", "C", "H", "H", "H", "H", "H", "H", "H", "H", "H", "H", "H"],
  "xyz": [[-0.3077, 0.0487, -0.2388], [1.3000, -1.3091, -0.3761], [2.7590, -1.2724, -0.7844], [3.3741, 0.4540, -0.8767], [2.7048, 1.4159, 0.5366], [1.1912, 1.3690, 0.4576], [3.2794, 3.1113, 0.3291], [2.6679, 4.0806, 1.1176], [3.0560, 5.4030, 1.0050], [4.0558, 5.7562, 0.1113], [4.6649, 4.7897, -0.6729], [4.2823, 3.4640, -0.5653], [3.3161, 0.7030, 2.0779], [4.6585, 0.8573, 2.4117], [5.1290, 0.3500, 3.6092], [4.2625, -0.3034, 4.4739], [2.9244, -0.4558, 4.1413], [2.4481, 0.0487, 2.9435], [2.9245, -1.9658, -2.4398], [2.2824, -3.1810, -2.6570], [2.3800, -3.7995, -3.8896], [3.1200, -3.2048, -4.9008], [3.7524, -1.9905, -4.6858], [3.6630, -1.3678, -3.4526], [3.7978, -2.1704, 0.3793], [3.2391, -2.8748, 1.4367], [4.0584, -3.6034, 2.2820], [5.4278, -3.6261, 2.0695], [5.9843, -2.9258, 1.0086], [5.1709, -2.2032, 0.1563], [2.9892, 0.9216, -1.7901], [4.4628, 0.4493, -0.8729], [1.8906, 3.7790, 1.8066], [2.5854, 6.1571, 1.6157], [4.3584, 6.7878, 0.0248], [5.4425, 5.0685, -1.3663], [4.7641, 2.7151, -1.1762], [5.3249, 1.3832, 1.7414], [6.1672, 0.4720, 3.8790], [4.6271, -0.6834, 5.4164], [2.2554, -0.9587, 4.8241], [1.4069, -0.0543, 2.6627], [1.7161, -3.6221, -1.8472], [1.8930, -4.7468, -4.0588], [3.2032, -3.6919, -5.8595], [4.3251, -1.5333, -5.4768], [4.1675, -0.4276, -3.2863], [2.1689, -2.8443, 1.5820], [3.6272, -4.1633, 3.0977], [6.0616, -4.2033, 2.7257], [7.0501, -2.9581, 0.8430], [5.5923, -1.6785, -0.6902], [-2.3721, -2.8155, 1.6946], [-1.0846, -2.0685, 2.0150], [-1.1795, -0.6639, 1.7516], [-1.9526, 0.0912, 2.6952], [-2.0792, 1.5066, 2.1636], [-2.1820, -3.8856, 1.7083], [-2.7290, -2.5318, 0.7027], [-3.1504, -2.6066, 2.4250], [-0.2789, -2.4168, 1.3572], [-0.7901, -2.2186, 3.0605], [-1.4339, 0.0798, 3.6617], [-2.9410, -0.3633, 2.8130], [-1.0893, 1.8869, 1.9035], [-2.5224, 2.1543, 2.9147], [-2.7133, 1.5129, 1.2766], [0.0677, 0.6490, -3.6549], [-1.4169, 0.7837, -2.4545], [-1.9439, 2.5319, -1.9314], [-2.7516, -0.5541, -2.5387], [-4.1149, -0.2786, -2.6516], [-5.0344, -1.3142, -2.7004], [-4.6075, -2.6315, -2.6574], [-3.2577, -2.9169, -2.5046], [-2.3414, -1.8856, -2.4392], [-0.2151, 0.8660, -4.6829], [0.4998, -0.3523, -3.6370], [0.8393, 1.3625, -3.3680], [-2.4023, 3.0950, -2.7387], [-1.0732, 3.0871, -1.5887], [-2.6607, 2.4782, -1.1146], [-4.4571, 0.7439, -2.7015], [-6.0894, -1.0976, -2.7679], [-5.3212, -3.4372, -2.7351], [-2.9297, -3.9423, -2.4314], [-1.2831, -2.0972, -2.3070]],
  "mulliken_charge": [0.991, 0.105, 0.332, -1.801, 0.638, 0.081, 0.555, -0.549, -0.727, -0.529, -0.765, -0.200, 0.150, -0.691, -0.754, -0.665, -0.616, 0.058, 0.759, -0.708, -0.728, -0.589, -0.788, -0.386, 0.871, 0.041, -0.719, -0.556, -0.876, -0.955, 0.677, 0.976, 0.417, 0.445, 0.427, 0.444, 0.357, 0.494, 0.471, 0.454, 0.496, 0.428, 0.456, 0.464, 0.441, 0.466, 0.442, 0.146, 0.469, 0.451, 0.468, 0.375, -1.479, 0.204, -0.382, -0.213, -1.230, 0.449, 0.268, 0.412, -0.214, 0.456, 0.327, 0.408, 0.210, 0.516, 0.206, -0.894, 0.615, -1.158, 0.376, -0.478, -0.648, -0.481, -0.788, -0.012, 0.526, 0.150, 0.299, 0.510, 0.349, 0.304, 0.404, 0.417, 0.420, 0.447, 0.462],
  "max_force_ev_per_a": 1.61,
  "lumo_energy_ev": -5.3,
  "e_homo_ev": -13.9,
  "total_charge": 2,
  "total_energy_ha": -4558.090225
}